8
Properties=species:S:1:pos:R:3:forces:R:3 method="wB97M-V/def2-TZVPD" e_homo_ev=-9.9 homo_lumo_gap_ev=8.80 e_above_lowest_kcal_mol=102.9
C -0.315 -0.040 0.130 -2.0 3.6 3.9
N -1.270 1.337 -0.672 1.3 -0.3 -0.4
N -1.328 -0.965 0.066 -0.9 -1.4 0.0
O -2.215 1.673 -0.131 0.0 -0.6 0.5
O -2.138 -0.950 0.970 -0.7 0.0 0.7
O -1.426 -1.647 -0.936 0.0 -0.4 -0.7
H -0.152 0.271 1.220 -0.2 -0.3 -1.8
H 0.518 -0.214 -0.402 2.5 -0.6 -2.2

9
Properties=species:S:1:pos:R:3:forces:R:3 method="wB97M-V/def2-TZVPD" e_homo_ev=-9.0 homo_lumo_gap_ev=8.74 e_above_lowest_kcal_mol=107.4
C 0.708 0.371 0.749 -1.0 1.9 0.9
C -0.210 0.735 -0.426 5.5 -5.5 -1.2
N 0.767 -0.868 1.030 0.7 0.6 0.9
O 0.029 -1.625 0.176 1.8 -2.5 0.4
P -0.971 -0.910 -0.823 -1.0 1.7 -1.3
H 1.246 1.057 1.516 -1.0 -1.1 -1.9
H -0.707 1.554 -0.703 -1.3 3.6 -0.6
H 1.112 0.468 -1.647 -2.7 0.9 2.2
H -1.974 -0.782 0.129 -1.0 0.3 0.5

17
Properties=species:S:1:pos:R:3:forces:R:3 method="wB97M-V/def2-TZVPD" s_squared=0.753 multiplicity=2 e_homo_ev="-3.9 / -8.8" homo_lumo_gap_ev="4.54 / 9.38" e_above_lowest_kcal_mol=58.7
C -0.981 -0.494 -1.342 -2.0 2.5 -0.3
C 0.011 -1.288 -0.538 0.4 -2.1 1.4
C 0.135 -0.881 0.938 -0.9 2.3 1.6
C 1.516 1.057 1.664 2.7 3.7 1.6
N 0.532 0.561 0.996 -5.5 -1.2 -3.4
N -0.774 1.116 -1.083 -3.9 -0.5 -0.4
H -2.073 -0.679 -1.052 1.6 0.2 -0.1
H -0.959 -0.623 -2.457 0.3 -0.1 1.1
H -0.236 -2.435 -0.520 0.3 2.0 -0.6
H 1.028 -1.144 -0.867 0.3 -0.2 -0.8
H -0.865 -1.048 1.492 1.1 0.2 -0.7
H 0.892 -1.363 1.568 -0.1 -0.7 -0.7
H 2.204 0.612 2.314 0.6 -1.5 0.8
H 1.644 2.164 1.713 -0.4 -0.9 -0.3
H -1.656 1.736 -1.308 1.9 -2.1 0.4
H -0.315 1.252 0.202 2.4 -2.1 1.2
H -0.102 1.458 -1.720 1.2 0.3 -0.7

22
Properties=species:S:1:pos:R:3:forces:R:3 method="wB97M-V/def2-TZVPD" total_charge=+1 e_homo_ev=-13.1 homo_lumo_gap_ev=9.13 e_above_lowest_kcal_mol=116.3 smiles="C=NC1=NC(=C)[C@@H](C)[N@@H+]1C"
C -3.766 0.446 0.446 -1.2 0.8 -1.8
N -2.669 0.289 -0.140 1.9 -1.2 -0.5
C -1.327 0.569 -0.023 -1.5 -0.7 0.6
N -0.693 1.612 -0.172 -0.4 1.6 -0.5
C 0.660 1.537 -0.365 0.8 -4.3 1.7
C 1.562 2.482 -0.475 1.4 -0.2 -2.1
C 0.976 -0.219 -0.012 3.2 2.3 -2.0
C 1.760 -0.313 1.346 -1.5 -0.4 -0.5
N -0.345 -0.729 0.008 -2.0 0.4 1.7
C -0.669 -1.566 -1.101 -2.8 -0.9 -2.5
H -4.695 0.156 -0.140 1.1 -0.1 0.9
H -3.939 1.080 1.289 0.2 0.1 1.1
H 1.298 3.435 -0.848 -0.8 1.2 0.5
H 2.624 2.337 -0.762 -0.7 -0.6 0.9
H 1.461 -0.756 -0.950 -0.4 1.5 2.2
H 2.693 0.286 1.204 -1.0 -0.2 0.7
H 2.042 -1.357 1.612 -0.1 0.6 -0.4
H 0.980 0.000 2.140 1.8 0.2 -0.9
H -0.567 -1.192 0.880 0.1 -0.2 0.5
H -1.000 -0.859 -1.855 0.4 -0.2 -0.7
H 0.053 -2.251 -1.494 1.0 0.1 0.3
H -1.579 -2.187 -1.001 0.4 0.5 0.8

44
Properties=species:S:1:pos:R:3:forces:R:3 method="wB97M-V/def2-TZVPD" total_charge=+1 e_homo_ev=-11.3 homo_lumo_gap_ev=8.70
C 3.435 -2.373 1.214 -0.3 0.1 0.0
C 2.190 -1.789 0.550 0.3 -0.2 -0.1
N 1.249 -1.091 1.440 0.0 0.1 0.0
C 1.885 0.003 2.189 -0.1 0.2 0.2
C 0.892 1.087 2.589 0.2 -0.2 0.0
H 0.476 1.575 1.711 -0.1 0.1 0.0
H 0.076 0.694 3.190 -0.1 0.0 0.1
H 1.409 1.838 3.179 0.0 0.1 0.1
H 2.643 0.449 1.544 0.1 -0.1 0.1
H 2.384 -0.385 3.084 0.1 0.0 -0.1
C 0.520 -2.004 2.328 -0.2 -0.2 0.0
H 1.175 -2.804 2.688 0.0 0.1 0.0
H 0.173 -1.447 3.199 0.0 -0.1 0.0
C -0.697 -2.650 1.656 0.4 0.1 0.1
N -1.846 -1.759 1.560 -0.2 0.0 0.1
C -1.902 -0.751 0.685 -0.4 0.2 -0.1
N -0.832 -0.235 0.104 -0.2 -0.3 0.1
C -1.114 0.770 -0.805 -1.2 0.4 -0.1
C -2.442 1.070 -0.865 0.5 -0.3 0.2
S -3.362 0.012 0.179 0.5 -0.1 -0.1
C -3.157 2.061 -1.707 -0.2 -0.2 -0.3
C -3.648 1.416 -3.004 0.2 -0.2 0.3
O -3.556 0.247 -3.252 0.0 -0.2 0.0
O -4.188 2.319 -3.809 -0.3 0.7 -0.3
H -4.529 1.918 -4.626 0.1 -0.2 0.2
H -4.038 2.446 -1.187 0.1 0.1 0.0
H -2.515 2.908 -1.954 0.0 0.0 0.1
C -0.059 1.379 -1.575 0.7 0.2 -0.2
C -0.124 1.889 -2.847 -0.1 -0.3 0.4
C 1.105 2.408 -3.294 0.3 0.1 0.0
C 2.094 2.295 -2.369 -0.1 -0.1 0.1
S 1.550 1.547 -0.930 -0.4 0.2 -0.4
H 3.117 2.607 -2.443 0.2 0.1 -0.1
H 1.249 2.845 -4.265 0.1 0.1 -0.2
H -1.004 1.849 -3.460 -0.2 0.0 -0.1
H 0.153 -0.519 0.513 0.0 -0.1 0.1
H -2.720 -2.079 1.947 0.1 0.0 0.0
H -0.430 -3.004 0.655 -0.1 -0.1 0.0
H -1.008 -3.508 2.251 0.0 0.0 -0.1
H 2.499 -1.070 -0.213 -0.1 -0.1 0.0
H 1.641 -2.591 0.050 0.0 0.1 -0.1
H 3.182 -3.100 1.981 0.0 -0.1 0.1
H 4.047 -1.595 1.660 0.1 0.0 0.1
H 4.029 -2.879 0.459 0.1 -0.1 0.0

92
Properties=species:S:1:pos:R:3:forces:R:3 method="wB97M-V/def2-TZVPD" total_charge=+1 e_homo_ev=-10.7 homo_lumo_gap_ev=8.93 e_above_lowest_kcal_mol=0.0
K -1.071 0.416 -0.329 -0.3 0.1 0.1
C -1.189 4.304 -1.737 0.0 0.0 0.0
C -0.512 4.122 -0.374 0.0 0.1 -0.1
N -0.989 2.983 0.412 0.0 -0.4 -0.1
C -2.309 3.126 1.034 0.0 0.2 0.1
C -3.511 2.492 0.322 -0.2 0.1 -0.1
N -3.633 1.037 0.486 0.4 -0.1 -0.1
C -4.950 0.509 0.099 -0.1 0.0 -0.1
C -5.154 0.283 -1.406 -0.1 0.0 0.0
C -4.634 -1.033 -1.992 0.0 0.1 -0.1
N -3.174 -1.176 -2.086 0.0 0.3 0.1
C -1.328 -0.252 -3.396 0.3 -0.1 0.1
C -0.789 1.115 -3.767 0.0 0.1 -0.2
N -0.759 2.009 -2.618 0.2 -0.2 0.4
C -0.704 3.440 -2.903 -0.1 0.1 0.0
H -2.268 4.183 -1.622 0.0 0.0 0.0
H -1.036 5.345 -2.035 0.0 0.0 0.0
H 0.566 3.996 -0.518 0.0 0.0 0.0
H -0.649 5.056 0.190 0.0 0.0 0.0
H -0.303 2.743 1.117 0.0 0.1 0.0
H -2.256 2.717 2.050 0.0 -0.1 0.0
H -2.527 4.195 1.165 -0.1 0.0 0.0
H -4.407 2.986 0.729 0.0 0.0 0.0
H -3.480 2.721 -0.744 0.0 0.0 0.0
H -3.458 0.815 1.462 -0.1 0.0 0.0
H -5.092 -0.441 0.623 0.0 0.0 0.0
H -5.741 1.185 0.452 0.0 0.0 0.0
H -6.231 0.280 -1.590 0.0 0.0 0.0
H -4.763 1.120 -1.989 0.0 0.0 0.0
H -4.925 -1.884 -1.370 0.0 0.0 0.0
H -5.029 -1.186 -2.992 0.0 0.0 0.0
H -2.872 -0.750 -1.212 0.0 -0.3 0.2
H -0.802 -0.726 -2.560 -0.1 0.1 -0.1
H -1.316 -0.941 -4.238 -0.2 0.0 0.0
H 0.190 0.980 -4.248 0.0 0.0 0.0
H -1.467 1.524 -4.517 0.0 0.0 0.0
H 0.053 1.787 -2.050 0.1 0.0 -0.1
H 0.305 3.758 -3.204 0.0 0.0 0.0
H -1.359 3.638 -3.753 0.0 0.0 0.0
C 1.291 -4.613 0.112 0.0 0.0 0.0
C 0.383 -3.816 -0.802 0.1 -0.1 -0.1
C 0.628 -4.082 -2.272 0.0 0.0 0.0
O 0.489 -2.382 -0.547 -0.1 0.2 0.0
P 1.699 -1.405 -0.338 0.2 0.1 0.3
O 1.360 -0.048 -0.820 0.3 -0.1 -0.2
C 2.044 -1.371 1.445 0.0 0.0 0.0
P 0.796 -0.461 2.416 0.3 -0.2 -0.4
O -0.551 -0.702 1.872 -0.1 -0.1 0.4
O 1.078 -0.779 3.927 0.0 0.0 -0.1
C 0.885 -2.035 4.662 0.0 0.1 0.0
C -0.160 -2.924 4.024 0.0 0.0 0.1
C 2.231 -2.707 4.830 0.0 0.0 0.0
O 1.161 1.066 2.309 -0.1 0.1 0.0
C 2.319 1.689 2.944 0.1 0.0 0.0
C 1.821 2.559 4.076 0.0 0.0 0.0
C 3.048 2.462 1.865 0.0 0.0 0.0
O 2.956 -2.096 -0.987 -0.2 0.0 0.0
C 3.960 -1.448 -1.843 0.0 0.0 0.0
C 4.605 -0.285 -1.119 0.0 0.0 0.0
C 3.345 -1.065 -3.173 0.0 0.0 0.0
H 1.145 -5.677 -0.070 0.0 0.0 0.0
H 1.057 -4.422 1.160 0.0 0.0 0.0
H 2.339 -4.380 -0.079 0.0 0.0 0.0
H -0.659 -4.019 -0.558 0.0 0.0 0.0
H 1.667 -3.885 -2.534 0.0 0.0 0.0
H -0.026 -3.463 -2.886 0.0 0.0 0.0
H 0.411 -5.127 -2.495 0.0 0.0 0.0
H 3.026 -0.912 1.590 0.0 0.0 0.0
H 2.120 -2.396 1.813 0.0 0.0 0.0
H 0.527 -1.686 5.630 0.0 0.0 0.0
H 0.161 -3.288 3.046 0.0 0.0 0.0
H -1.107 -2.403 3.902 0.0 0.0 0.0
H -0.316 -3.790 4.669 0.0 0.0 0.0
H 2.607 -3.094 3.882 0.0 0.0 0.0
H 2.133 -3.549 5.516 0.0 0.0 0.0
H 2.960 -2.012 5.244 0.0 0.0 0.0
H 2.955 0.893 3.340 0.0 0.0 0.0
H 1.151 3.330 3.691 0.0 0.0 0.0
H 2.660 3.050 4.569 0.0 0.0 0.0
H 1.286 1.961 4.813 0.0 0.0 0.0
H 2.402 3.243 1.461 0.0 0.0 0.0
H 3.343 1.803 1.049 0.0 0.0 0.0
H 3.939 2.935 2.276 0.0 0.0 0.0
H 4.684 -2.250 -1.983 0.0 0.0 0.0
H 3.885 0.520 -0.974 0.0 0.0 0.0
H 5.432 0.101 -1.715 0.0 0.0 0.0
H 5.009 -0.601 -0.156 0.0 0.0 0.0
H 2.609 -0.273 -3.041 0.0 0.0 0.0
H 2.869 -1.927 -3.640 0.0 0.0 0.0
H 4.127 -0.707 -3.843 0.0 0.0 0.0
O -2.709 -0.052 -2.987 -0.1 0.1 0.1
O -3.503 0.042 -4.158 -0.1 0.1 -0.2

11
Properties=species:S:1:pos:R:3:forces:R:3 method="wB97M-V/def2-TZVPD" e_homo_ev="-9.8 / -9.8" homo_lumo_gap_ev="8.47 / 8.47" e_above_lowest_kcal_mol=71.5
C -1.029 1.195 -0.460 1.9 0.8 -0.9
C 1.381 0.512 -0.205 3.0 2.7 -1.8
C 0.066 0.387 -0.027 -1.8 -0.4 0.2
O -2.399 0.761 1.257 -0.8 0.2 0.3
O -2.934 -1.092 -0.605 0.3 1.5 -0.1
O 2.155 -0.577 -0.084 1.6 -0.5 -0.4
O -0.413 -0.846 0.459 3.7 -1.3 0.7
P -2.271 0.093 -0.044 -1.8 -2.0 0.8
H 1.973 1.489 -0.530 -2.0 -2.0 0.7
H 3.068 -0.541 -0.521 -2.1 0.4 1.0
H 0.403 -1.381 0.759 -2.1 0.5 -0.4

22
Properties=species:S:1:pos:R:3:forces:R:3 method="wB97M-V/def2-TZVPD" s_squared=0.765 total_charge=-1 multiplicity=2 e_homo_ev="0.6 / -3.2" homo_lumo_gap_ev="3.39 / 7.13" e_above_lowest_kcal_mol=34.6
C -1.847 1.323 0.954 0.4 0.4 0.1
C -1.558 -0.088 1.486 -1.5 0.6 0.8
C -0.292 -0.715 0.986 2.1 -1.6 0.5
C -0.023 -0.502 -0.459 -1.4 -0.1 -0.3
C 1.053 0.173 -0.958 1.7 -1.6 -0.4
C 2.383 0.357 -0.313 -2.0 0.5 -1.1
C 3.577 -0.061 -0.812 1.6 1.0 0.0
C -1.122 -0.871 -1.444 -1.1 1.0 1.8
H -0.915 1.806 0.656 0.2 0.1 0.4
H -2.425 1.418 0.028 -0.3 -0.4 0.3
H -2.320 1.888 1.773 0.0 0.2 -0.5
H -1.681 -0.011 2.570 1.1 0.1 0.5
H -2.465 -0.690 1.390 0.1 -0.4 -1.1
H -0.228 -1.820 1.257 -0.7 0.6 -0.3
H 0.659 -0.412 1.498 -1.0 0.5 0.0
H 1.064 0.085 -2.069 0.4 0.2 0.4
H 2.419 1.200 0.345 0.1 0.4 0.9
H 3.807 -0.926 -1.421 -0.4 0.0 -0.2
H 4.427 0.641 -0.624 -0.2 -0.9 0.0
H -0.992 -1.741 -2.074 0.7 0.3 -1.0
H -1.473 0.101 -1.830 0.3 -0.6 -1.3
H -2.047 -1.157 -0.940 -0.1 -0.2 0.7